Here is 2 unconnected molecules or ions with the total composition C6H13Cl3N3 in a non-equilibrium geometry from the Open Molecules 2025 dataset. Energies are from wB97M-V/def2-TZVPD.

Geometry (Å):
C 1.107 0.600 0.362
C 2.656 1.627 -1.087
C 3.473 0.075 0.689
C -2.750 -1.786 1.196
C -2.703 -1.632 -1.187
C -1.346 0.998 0.022
N 2.346 0.675 -0.025
N -2.038 -1.986 0.035
N 0.076 1.274 -0.159
Cl 0.612 -0.373 1.713
Cl -2.375 1.738 -1.240
Cl -1.906 1.458 1.603
H 2.194 2.517 -1.046
H 3.778 1.941 -0.961
H 2.350 1.302 -2.002
H 3.955 0.815 1.292
H 3.285 -0.511 1.513
H 4.046 -0.306 -0.125
H -1.892 -1.545 2.053
H -3.645 -1.117 1.263
H -3.144 -2.856 1.419
H -2.116 -1.227 -1.986
H -2.904 -2.553 -1.633
H -3.523 -1.087 -0.913
H 0.465 1.957 -0.798

Values from the calculation:
**E_HOMO (spin up / spin down)**: -11.510 / -12.389 eV
**E_LUMO (spin up / spin down)**: -5.1 / -3.4 eV
**E**: -1780.8002 a.u.
**Total charge**: +1


Here is a molecular structure, C37H103AgBF3N9O13SV in a non-equilibrium geometry from the Open Molecules 2025 dataset. Energies are from wB97M-V/def2-TZVPD.

Geometry (Å):
O -3.260 3.213 1.442
V -3.662 2.668 0.003
Ag -3.620 -0.998 -2.199
B -3.985 1.790 -2.116
H -4.757 1.714 -1.352
H -4.347 1.298 -3.022
H -3.718 2.833 -2.271
H -3.136 1.241 -1.713
C -0.513 -0.711 1.605
F -1.287 -0.930 2.606
F 0.364 0.195 1.910
F 0.091 -1.842 1.302
S -1.522 -0.215 0.035
O -0.591 -0.146 -1.079
O -2.621 -1.177 -0.105
O -1.992 1.087 0.392
C 1.414 2.887 4.324
C 2.553 3.080 5.331
C 3.787 2.273 4.862
O 4.991 2.604 5.520
C 6.033 1.819 4.945
N 2.731 4.531 5.346
H 0.463 3.172 4.776
H 1.318 1.826 4.088
H 1.473 3.411 3.370
H 2.278 2.800 6.349
H 3.857 2.443 3.785
H 3.574 1.203 4.859
H 6.908 1.950 5.581
H 6.295 2.175 3.948
H 5.739 0.772 4.862
H 1.851 4.990 5.526
H 3.501 4.756 5.961
C -0.457 3.374 -4.370
C -0.103 1.921 -3.956
C 0.864 1.319 -5.018
O 1.158 -0.016 -4.789
C 2.185 -0.508 -5.683
N 0.505 2.143 -2.655
H 0.404 4.021 -4.540
H -1.097 3.809 -3.604
H -0.984 3.434 -5.324
H -1.086 1.453 -3.890
H 1.810 1.861 -5.072
H 0.434 1.331 -6.022
H 2.052 -0.160 -6.708
H 2.041 -1.588 -5.697
H 3.199 -0.271 -5.359
H 0.633 1.214 -2.277
H 1.464 2.440 -2.798
C 2.318 -1.768 -1.963
C 1.290 -2.651 -2.697
C 0.973 -3.852 -1.787
O 2.059 -4.808 -1.647
C 2.310 -5.513 -2.827
N 0.149 -1.824 -3.089
H 1.848 -1.435 -1.037
H 2.615 -0.933 -2.598
H 3.208 -2.339 -1.696
H 1.820 -3.019 -3.576
H 0.125 -4.364 -2.244
H 0.699 -3.406 -0.830
H 1.369 -5.780 -3.310
H 3.051 -6.284 -2.620
H 2.801 -4.851 -3.543
H 0.380 -1.136 -3.800
H -0.213 -1.210 -2.370
C 0.821 -8.959 -0.670
C 0.743 -8.493 0.780
C 0.265 -7.054 0.952
O 0.622 -6.455 2.211
C 0.129 -5.119 2.270
N -0.117 -9.445 1.468
H -0.105 -8.843 -1.233
H 1.070 -10.013 -0.800
H 1.648 -8.484 -1.200
H 1.758 -8.602 1.163
H -0.817 -7.129 0.815
H 0.496 -6.497 0.043
H -0.955 -5.103 2.141
H 0.454 -4.527 1.412
H 0.445 -4.669 3.210
H 0.229 -10.390 1.386
H -1.082 -9.472 1.168
C -0.277 4.508 0.610
C -1.413 4.901 -0.337
C -0.987 5.917 -1.403
O -2.061 6.044 -2.357
C -1.645 6.809 -3.429
N -1.919 3.680 -0.937
H 0.486 5.284 0.677
H 0.383 3.776 0.139
H -0.572 4.079 1.567
H -2.166 5.338 0.321
H -0.088 5.557 -1.907
H -0.788 6.876 -0.924
H -1.228 7.770 -3.127
H -2.460 6.829 -4.152
H -0.865 6.224 -3.921
H -2.242 3.918 -1.866
H -1.096 3.137 -1.173
C 7.529 -1.861 1.253
C 6.607 -0.641 1.112
C 5.328 -0.733 1.948
O 4.520 -1.800 1.446
C 3.236 -1.742 1.958
N 7.365 0.503 1.562
H 8.437 -1.606 0.706
H 7.114 -2.719 0.722
H 7.755 -2.139 2.282
H 6.383 -0.519 0.051
H 4.787 0.214 1.953
H 5.666 -0.981 2.956
H 3.291 -1.672 3.045
H 2.613 -2.564 1.607
H 2.750 -0.824 1.621
H 8.182 0.580 0.971
H 6.813 1.339 1.416
C -6.312 1.739 2.945
C -5.033 0.976 2.541
C -5.208 -0.530 2.991
O -4.193 -1.469 2.651
C -4.358 -2.732 3.254
N -4.827 1.010 1.106
H -6.487 1.580 4.009
H -7.209 1.379 2.441
H -6.276 2.796 2.680
H -4.192 1.427 3.068
H -6.123 -0.909 2.533
H -5.266 -0.519 4.080
H -3.452 -3.264 2.966
H -5.279 -3.233 2.955
H -4.333 -2.539 4.328
H -5.798 0.898 0.835
H -4.480 0.095 0.847
C 2.968 1.295 -0.234
C 3.654 2.452 -0.883
C 5.175 2.576 -0.546
O 5.506 2.661 0.847
C 4.876 3.746 1.519
N 3.390 2.299 -2.306
H 3.542 0.371 -0.319
H 1.971 1.095 -0.625
H 2.806 1.554 0.813
H 3.110 3.366 -0.643
H 5.627 3.444 -1.027
H 5.683 1.687 -0.921
H 5.053 4.678 0.978
H 5.304 3.905 2.508
H 3.794 3.617 1.524
H 3.947 2.966 -2.824
H 3.773 1.419 -2.628
C -9.201 0.150 -1.838
C -7.898 -0.212 -1.066
C -6.874 -0.964 -2.026
O -5.712 -1.435 -1.387
C -5.857 -2.436 -0.399
N -7.366 0.955 -0.398
H -9.590 -0.770 -2.276
H -8.925 0.713 -2.732
H -9.974 0.698 -1.301
H -8.331 -0.852 -0.297
H -6.475 -0.320 -2.810
H -7.384 -1.762 -2.567
H -4.892 -2.572 0.088
H -6.277 -3.373 -0.770
H -6.629 -2.173 0.325
H -8.109 1.420 0.103
H -6.934 1.548 -1.093

Values from the calculation:
**Energy above the lowest of the compared OMol25 structures with the same formula, charge and spin**: 17.4 kcal/mol
**E_HOMO (spin up / spin down)**: -9.917 / -9.917 eV
**Multiplicity**: 2
**E_LUMO (spin up / spin down)**: -4.3 / -3.9 eV
**E**: -4755.5801 a.u.
**Total charge**: +1


Here is a molecular structure, C13H13FeNO6 in a non-equilibrium geometry from the Open Molecules 2025 dataset. Energies are from wB97M-V/def2-TZVPD.

Geometry (Å):
C 1.965 -1.961 -2.820
O 0.863 -2.502 -2.053
C 0.439 -2.006 -0.838
C -0.107 -0.690 -0.665
C 0.075 -0.106 0.607
C 0.193 -0.893 1.724
C -0.021 -2.282 1.525
C 0.278 -2.872 0.271
Fe -1.597 -2.062 -0.041
C -2.991 -0.997 0.190
O -3.995 -0.422 0.293
C -2.396 -3.353 0.844
O -3.166 -4.085 1.314
C -2.197 -2.675 -1.557
O -2.784 -3.077 -2.478
H 1.799 -2.329 -3.834
H 1.990 -0.864 -2.808
H 2.906 -2.379 -2.443
H -0.319 -0.065 -1.542
H 0.165 0.981 0.698
H -1.585 2.029 0.844
H 0.300 -0.458 2.721
H -0.192 -2.926 2.393
H 0.420 -3.945 0.133
C 1.867 3.579 1.032
C 1.309 4.895 0.544
O -0.132 4.662 0.381
C -0.323 3.390 0.677
O -1.573 2.968 0.570
N 0.719 2.680 1.027
H 2.670 3.204 0.391
H 2.252 3.682 2.051
H 1.448 5.696 1.275
H 1.721 5.184 -0.427

Values from the calculation:
**Energy above the lowest of the compared OMol25 structures with the same formula, charge and spin**: 0.0 kcal/mol
**E_HOMO (spin up / spin down)**: -4.680 / -9.174 eV
**Multiplicity**: 5
**E_LUMO (spin up / spin down)**: 0.5 / -1.8 eV
**E**: -2272.8476 a.u.
**Total charge**: 0


Here is a molecular structure, C22H45BGaO8S3 in a non-equilibrium geometry from the Open Molecules 2025 dataset. Energies are from wB97M-V/def2-TZVPD.

Geometry (Å):
C 2.044 6.458 2.255
C 1.476 5.064 2.613
O 2.468 4.062 2.747
B 2.892 3.513 1.528
O 3.567 4.383 0.676
Ga 2.649 1.516 0.877
C 3.168 0.171 2.375
C 3.571 -1.219 1.809
C 4.517 -1.190 0.636
O 4.371 -1.840 -0.383
O 5.633 -0.388 0.751
C 0.703 1.064 0.355
O -0.226 1.862 1.130
C -1.516 1.397 1.123
C -2.114 1.087 -0.077
C -3.389 0.604 -0.169
C -4.003 0.251 -1.500
C -4.095 0.465 1.011
C -3.503 0.772 2.198
C -2.212 1.243 2.307
C -1.697 1.493 3.716
C -0.621 2.574 3.857
C -1.138 0.165 4.287
H 1.977 6.558 1.165
H 1.463 7.271 2.695
H 3.105 6.518 2.489
H 0.661 4.790 1.933
H 1.016 5.170 3.604
H 3.942 3.872 -0.047
H 3.660 1.301 -0.381
H 3.965 0.562 3.013
H 2.245 0.016 2.941
H 4.063 -1.809 2.599
H 2.685 -1.776 1.494
H 5.339 0.526 0.886
H 0.551 -0.009 0.512
H 0.611 1.252 -0.721
H -1.556 1.212 -0.995
H -3.626 0.944 -2.249
H -3.717 -0.755 -1.828
H -5.092 0.267 -1.414
H -5.122 0.114 0.966
H -4.076 0.625 3.112
H -2.556 1.840 4.302
H -0.982 3.580 3.638
H -0.328 2.594 4.919
H 0.296 2.350 3.320
H -0.166 0.019 3.807
H -1.052 0.198 5.374
H -1.784 -0.650 3.956
C 2.874 -4.720 -0.767
S 1.836 -3.580 -1.690
O 0.862 -2.997 -0.731
C 0.960 -4.841 -2.633
H 3.482 -4.136 -0.081
H 2.247 -5.417 -0.208
H 3.521 -5.262 -1.458
H 0.459 -5.530 -1.956
H 1.673 -5.379 -3.261
H 0.223 -4.352 -3.260
C -3.170 -7.679 -2.334
S -1.692 -7.248 -3.264
O -1.655 -5.771 -3.365
C -2.280 -7.874 -4.846
H -3.036 -7.338 -1.309
H -4.038 -7.187 -2.773
H -3.302 -8.762 -2.343
H -3.207 -7.369 -5.120
H -2.441 -8.950 -4.775
H -1.518 -7.669 -5.595
C 0.025 3.691 -2.404
S -1.751 3.946 -2.474
O -2.367 2.668 -2.909
C -1.722 5.027 -3.914
H 0.237 3.005 -1.587
H 0.372 3.262 -3.344
H 0.520 4.644 -2.214
H -1.258 4.509 -4.754
H -1.168 5.935 -3.675
H -2.750 5.284 -4.166

Values from the calculation:
**E_HOMO**: -4.499 eV
**E_LUMO**: 1.8 eV
**E**: -4611.3760 a.u.
**Total charge**: -1


Here is a single C4H7NO molecule in a non-equilibrium geometry from the Open Molecules 2025 dataset. Energies are from wB97M-V/def2-TZVPD.

Geometry (Å):
C 0.353 -0.099 -2.008
C -0.482 -1.253 1.307
C 0.139 -0.306 0.231
C 0.062 1.232 0.571
N 0.028 -0.808 -1.050
O 0.884 -1.141 1.072
H 0.204 -0.509 -3.034
H 0.611 1.022 -2.093
H -0.904 -0.799 2.201
H -0.922 -2.046 0.879
H 0.909 1.822 0.164
H -0.098 1.251 1.601
H -0.785 1.634 0.158

Values from the calculation:
**Energy above the lowest of the compared OMol25 structures with the same formula, charge and spin**: 77.5 kcal/mol
**E_HOMO**: -9.431 eV
**E_LUMO**: 1.0 eV
**Structure (SMILES)**: C=N[C@@]1(C)CO1
**E**: -286.5082 a.u.
**Total charge**: 0


Here is a single C6H10O molecule from the Open Molecules 2025 dataset. Energies are from wB97M-V/def2-TZVPD.

Geometry (Å):
C -0.290 1.674 -1.220
C 0.431 0.465 -0.628
O 0.789 0.818 0.699
C 1.250 -0.293 1.429
C -0.750 -1.692 0.478
C -1.641 -0.772 0.281
C -0.485 -0.759 -0.663
H 0.357 2.557 -1.234
H -1.175 1.911 -0.618
H -0.621 1.471 -2.245
H 1.347 0.268 -1.216
H 1.912 -0.929 0.813
H 1.777 0.044 2.318
H -0.348 -2.559 0.978
H -2.390 -0.111 0.682
H 0.382 -0.869 1.792
H -0.547 -1.226 -1.648

Values from the calculation:
**Energy above the lowest of the compared OMol25 structures with the same formula, charge and spin**: 75.0 kcal/mol
**E_HOMO**: -8.707 eV
**E_LUMO**: 1.1 eV
**Structure (SMILES)**: CO[C@H](C)C1C=C1
**E**: -309.7229 a.u.
**Total charge**: 0


Here is a single C14H21N3O4 molecule from the Open Molecules 2025 dataset. Energies are from wB97M-V/def2-TZVPD.

Geometry (Å):
O 1.267 3.020 -2.096
C 0.803 2.050 -1.538
N 0.815 1.872 -0.205
H 0.545 0.988 0.198
C 1.513 2.746 0.703
H 1.868 3.608 0.136
H 0.820 3.077 1.482
C 2.696 2.009 1.351
C 3.823 1.682 0.366
H 3.411 1.541 -0.634
H 4.572 2.468 0.331
C 4.356 0.359 0.908
H 5.042 0.537 1.738
H 4.853 -0.244 0.153
C 3.070 -0.293 1.409
H 3.229 -0.989 2.236
H 2.565 -0.820 0.589
O 2.245 0.765 1.884
H 3.073 2.620 2.184
C 0.129 0.931 -2.345
N -0.566 -0.056 -1.560
C -1.901 -0.022 -1.264
O -2.686 0.815 -1.625
C -2.189 -1.246 -0.400
N -0.887 -1.867 -0.347
C 0.063 -1.191 -1.025
O 1.229 -1.466 -1.156
H -0.707 -2.743 0.112
C -3.272 -2.151 -1.017
C -4.026 -2.717 0.182
H -5.008 -3.098 -0.091
H -3.456 -3.527 0.642
C -4.100 -1.519 1.123
H -4.328 -1.801 2.149
H -4.869 -0.830 0.774
C -2.722 -0.862 1.003
H -2.036 -1.249 1.757
H -2.781 0.219 1.116
H -2.834 -2.915 -1.657
H -3.939 -1.529 -1.616
H -0.586 1.397 -3.028
H 0.908 0.429 -2.926

Values from the calculation:
**Energy above the lowest of the compared OMol25 structures with the same formula, charge and spin**: 0.0 kcal/mol
**E_HOMO**: -9.484 eV
**E_LUMO**: 0.6 eV
**Structure (SMILES)**: O=C(CN1C(=O)NC2(CCCC2)C1=O)NC[C@@H]1CCCO1
**E**: -1011.3904 a.u.
**Total charge**: 0


Here is a molecular structure, C16H27CeN3S4 in a non-equilibrium geometry from the Open Molecules 2025 dataset. Energies are from wB97M-V/def2-TZVPD.

Geometry (Å):
Ce -0.315 -0.346 0.148
S -1.276 1.935 -0.021
S -1.155 -2.648 0.108
C -3.097 1.994 -0.148
C -0.790 2.045 -1.791
C -1.113 0.802 -2.590
N -0.437 -0.401 -2.056
C -1.052 -1.663 -2.524
C -0.674 -2.843 -1.658
H 0.279 2.245 -1.777
H -1.275 2.914 -2.231
H -0.856 0.968 -3.639
H -2.184 0.615 -2.557
H -0.783 -1.874 -3.562
H -2.130 -1.526 -2.504
H 0.403 -3.000 -1.639
H -1.127 -3.755 -2.041
C -2.976 -2.779 -0.002
H 0.527 -0.385 -2.375
H -3.401 -1.999 -0.624
H -3.351 -2.670 1.010
H -3.250 -3.759 -0.380
H -3.476 1.938 0.868
H -3.492 1.161 -0.719
H -3.405 2.937 -0.590
C 5.064 -0.132 -1.671
C 5.146 -0.077 -0.351
H 4.998 0.763 -2.277
H 5.060 -1.074 -2.204
H 5.150 0.865 0.183
H 5.212 -0.971 0.255
C 2.681 2.190 -1.352
C 2.286 1.966 0.064
N 1.326 1.128 0.544
C 1.192 1.209 1.951
C 2.070 2.121 2.535
S 2.985 2.830 1.322
C 0.126 0.365 2.847
C 0.125 0.493 4.236
S -1.025 -0.539 4.860
C -1.525 -1.137 3.372
N -0.834 -0.550 2.344
C -2.544 -2.213 3.313
H 2.368 3.208 -1.664
H 3.776 2.199 -1.405
H 2.265 1.416 -2.028
H 2.153 2.363 3.585
H 0.765 1.122 4.835
H -2.819 -2.538 4.338
H -3.467 -1.806 2.863
H -2.127 -3.104 2.799

Values from the calculation:
**Energy above the lowest of the compared OMol25 structures with the same formula, charge and spin**: 67.5 kcal/mol
**E_HOMO (spin up / spin down)**: -17.343 / -17.343 eV
**Multiplicity**: 2
**E_LUMO (spin up / spin down)**: -9.5 / -9.5 eV
**E**: -2856.9508 a.u.
**Total charge**: +3


Here is a single C4H3NO3 molecule in a non-equilibrium geometry from the Open Molecules 2025 dataset. Energies are from wB97M-V/def2-TZVPD.

Geometry (Å):
C -1.602 0.330 0.046
C -0.285 -0.101 -0.021
C 0.248 -1.471 0.048
C 0.792 0.763 -0.002
H -3.062 -1.050 0.298
H -1.627 1.526 -0.060
H -0.282 -2.424 0.356
N 1.509 -1.451 0.037
O -2.882 -0.092 -0.114
O 1.964 -0.010 -0.165
O 0.855 1.974 0.119

Values from the calculation:
**Energy above the lowest of the compared OMol25 structures with the same formula, charge and spin**: 85.0 kcal/mol
**E_HOMO**: -9.924 eV
**E_LUMO**: -0.6 eV
**Structure (SMILES)**: O=C1ON=C/C1=C\O
**E**: -434.5918 a.u.
**Total charge**: 0